55
Properties=species:S:1:pos:R:3:forces:R:3 method="wB97M-V/def2-TZVPD" mol_weight_g_mol=388.5 total_energy_ha=-1546.6673 smiles="CCN(CC)CCNC(=O)c1ccc2c(=O)n(C3CCCC3)c(=S)[nH]c2c1" relative_energy_kj_mol=17.2 largest_force_ev_per_a=0.76
C 4.11101 2.83958 -1.36730 -0.14 -0.25 0.15
C 3.89838 1.43707 -0.79841 0.13 0.25 -0.18
N 5.15188 0.80467 -0.45639 -0.13 -0.02 -0.05
C 5.88969 1.37874 0.64795 -0.02 0.13 0.10
C 5.14141 1.55241 1.97767 0.13 -0.04 -0.32
C 5.24011 -0.61867 -0.64065 -0.10 -0.38 0.27
C 4.55035 -1.53531 0.39829 0.42 0.05 -0.39
N 3.11626 -1.37780 0.42221 0.05 0.34 0.19
C 2.29136 -2.21624 -0.24352 0.00 0.14 0.17
O 2.68108 -3.19956 -0.84069 -0.03 -0.19 -0.13
C 0.83730 -1.86252 -0.16350 -0.42 0.06 -0.13
C -0.08393 -2.91053 -0.08680 0.07 -0.03 0.00
C -1.43449 -2.64851 -0.03259 0.04 0.17 0.00
C -1.89362 -1.33269 -0.07449 0.40 0.11 -0.04
C -3.33416 -1.04928 -0.02469 0.21 -0.10 0.01
O -4.16681 -1.92038 0.08809 -0.08 -0.02 -0.04
N -3.69567 0.29757 -0.11662 0.23 0.01 -0.02
C -5.12018 0.63869 -0.10031 -0.52 0.04 0.07
C -5.80552 0.29222 1.23125 0.03 0.10 0.10
C -7.23682 -0.03908 0.82122 0.09 -0.12 0.03
C -7.04107 -0.83142 -0.46800 -0.09 0.04 -0.10
C -5.93814 -0.06592 -1.20296 0.01 -0.15 -0.10
C -2.78669 1.31659 -0.20338 0.45 0.47 -0.03
S -3.16162 2.92237 -0.26671 -0.08 0.57 -0.03
N -1.46451 0.99215 -0.23426 -0.02 -0.01 -0.03
C -0.97354 -0.28559 -0.17804 -0.26 -0.70 0.10
C 0.39353 -0.55046 -0.21624 0.03 -0.13 0.01
H 4.84569 2.80412 -2.16648 0.08 0.01 -0.09
H 3.17540 3.22328 -1.76706 -0.09 0.12 -0.01
H 4.46225 3.52555 -0.60160 0.04 0.15 0.06
H 3.41909 0.81961 -1.56275 -0.04 -0.01 0.10
H 3.20684 1.50768 0.06025 -0.07 -0.05 -0.08
H 6.25210 2.36360 0.33318 0.11 -0.05 0.10
H 6.76540 0.74729 0.81292 0.04 0.07 -0.04
H 5.83466 1.92565 2.72716 0.02 0.05 0.13
H 4.72804 0.61272 2.33545 -0.07 -0.09 0.08
H 4.33362 2.27384 1.88048 -0.11 0.07 0.05
H 6.30049 -0.88839 -0.65373 -0.01 -0.06 -0.06
H 4.82342 -0.85638 -1.62341 0.06 -0.06 0.01
H 4.95154 -1.35412 1.39751 -0.01 -0.06 -0.04
H 4.74688 -2.57285 0.11709 0.04 0.08 0.13
H 2.73655 -0.57999 0.90420 -0.10 -0.12 -0.03
H 0.28969 -3.92212 -0.07536 0.03 -0.09 -0.01
H -2.16317 -3.44127 0.03581 -0.05 -0.06 0.02
H -5.16048 1.71845 -0.25541 0.05 -0.34 0.05
H -5.34138 -0.58930 1.67159 -0.01 0.03 0.04
H -5.74165 1.11549 1.94180 0.05 0.02 0.03
H -7.76493 -0.60504 1.58634 -0.08 0.05 0.05
H -7.79153 0.87921 0.62010 -0.08 0.04 0.02
H -7.95191 -0.90881 -1.05916 -0.04 -0.07 -0.02
H -6.68844 -1.83344 -0.22710 -0.04 -0.03 -0.02
H -5.31912 -0.72945 -1.80355 -0.02 0.04 -0.08
H -6.36782 0.68518 -1.86640 0.02 0.02 -0.03
H -0.83039 1.77731 -0.30970 -0.24 -0.09 0.03
H 1.08361 0.27408 -0.32330 0.14 0.09 -0.01